Entry 1:
Density functional theory data (wB97M-V/def2-TZVPD) for C17H26BrNO3Yb as an isolated structure.

Each line ends with the Löwdin charge.
Element x y z (Å)
C: -1.6009 1.5686 -2.0689  -0.196
C: 2.8784 -0.1097 1.2045  -0.122
C: 0.9404 0.5764 -1.6042  -0.016
O: -1.3965 -3.4023 -0.3756  -0.200
C: -0.0523 3.0109 0.7412  -0.197
H: 0.9533 4.5165 3.7658  0.090
C: 0.5747 3.3314 -1.9107  -0.120
H: -3.2303 -2.2771 -0.5089  0.088
H: -1.4831 -5.3048 2.5582  0.119
H: 1.7950 3.4983 2.6778  0.070
Br: -4.3648 0.1722 -1.6742  0.768
H: 1.2804 -4.6361 1.0940  0.086
H: 0.5000 5.0869 -0.2954  0.131
H: -0.5531 -3.5837 2.3050  0.120
H: -1.1718 4.3373 -0.7454  0.115
H: 1.7361 3.4481 -2.0152  0.123
C: -2.3645 0.1516 -1.7323  -0.361
O: 0.8851 -2.0044 -1.8185  0.041
H: 3.0749 0.7426 -2.4540  0.147
C: 0.0430 1.7770 -1.8449  -0.054
N: 1.1290 4.3192 2.7348  -0.054
H: -0.9821 2.2667 0.7034  0.115
H: 3.8114 0.3810 1.7643  0.092
Yb: -6.4244 -0.9564 -2.0047  1.344
H: -1.0430 4.5738 2.1277  0.121
H: 2.7899 -1.2000 1.6605  0.083
H: 4.4487 -0.0335 -0.4467  0.125
C: 3.2823 -0.2824 -0.4052  -0.240
C: -0.0310 4.0700 -0.5377  -0.167
H: -2.6102 -2.9235 -2.1690  0.156
H: 0.9812 2.4579 0.7636  0.085
C: -0.9537 -4.5853 1.7949  -0.195
C: 0.1702 -0.8879 -1.6346  -0.093
C: -0.1846 3.7815 2.2101  -0.297
H: 2.8323 1.8827 -0.9658  0.129
H: 1.9311 0.5559 1.3747  0.052
C: -2.1215 -4.0637 0.7206  -0.218
H: 3.1875 -1.4016 -0.7469  0.106
C: 2.5487 0.8073 -1.3859  -0.151
H: 0.0707 3.8103 -2.8808  0.137
H: -2.8025 -3.3206 1.3579  0.129
H: 0.4908 -6.3339 1.5453  0.083
H: 0.0868 -5.5463 -0.1252  0.083
C: -2.2470 -2.4669 -1.1278  -0.167
H: -2.7655 -4.9872 0.4017  0.134
O: -2.3272 2.6031 -2.5006  -0.031
H: -0.5391 2.9350 2.9680  0.111
C: -1.4891 -1.0454 -1.4956  0.018
C: 0.3167 -5.3094 1.0009  -0.120

Summary:
HOMO level, eV: -12.96
Calculated total energy, eV: -127224.7245
Total charge: +2
HOMO-LUMO gap, Eh: 0.117

Entry 2:
Density functional theory data (wB97M-V/def2-TZVPD) for C17H26GaN3O4S3 as an isolated structure.

Each line ends with the Löwdin charge.
Element x y z (Å)
H: -1.4728 -1.5308 3.5470  0.098
H: 1.8267 0.3828 1.9940  0.146
O: -1.0406 3.9047 0.1305  -0.236
H: 0.3100 -3.0408 -1.3816  0.139
Ga: -0.2285 0.5683 0.3417  0.248
H: 2.3982 4.0538 -2.5090  0.102
H: 1.3262 3.9691 1.3163  0.099
H: 1.2869 -2.3948 1.3789  0.120
C: -2.6716 0.8729 -0.9897  -0.514
C: -4.4297 3.6349 0.7301  -0.002
C: 1.8369 -1.4808 1.1530  -0.124
H: -0.0005 0.2928 3.3759  0.130
H: -0.7797 -3.3668 0.6526  0.087
H: 2.8518 -1.5796 1.5495  0.151
H: -0.4324 -2.6521 2.6830  0.087
H: 2.3303 -2.1889 -0.8342  0.144
C: -0.7555 -1.6144 2.7314  -0.351
N: -1.5011 1.5428 -0.7776  -0.057
H: -2.1506 -2.9121 -0.3647  0.096
H: 0.4398 5.3589 -0.5883  0.093
H: 1.0519 -1.0939 3.7606  0.147
S: 2.3103 2.7985 -0.5049  1.129
H: 0.7232 3.5826 -2.1535  0.103
C: 2.3014 4.0385 0.8320  -0.285
H: -5.4316 0.6724 -1.6070  0.137
O: -2.6706 -0.2905 -1.3382  0.068
C: 1.9043 -1.2932 -0.3680  -0.144
H: 2.3139 6.2045 0.7805  0.134
H: -7.1562 2.2487 -0.7271  0.126
C: -0.3000 -2.1685 -1.1256  -0.195
C: -5.7595 3.4260 0.3713  -0.016
C: 1.4432 5.3208 -1.0134  -0.216
H: -4.1414 4.4587 1.3636  0.132
H: 1.5630 6.1517 -1.7078  0.132
C: -6.1194 2.3728 -0.4581  -0.011
C: -5.1671 1.4898 -0.9544  0.041
C: -3.8406 1.6955 -0.6058  -0.123
H: -6.5195 4.0998 0.7358  0.127
C: 0.4013 -0.6527 2.9967  -0.213
H: 2.5463 -0.4368 -0.5975  0.123
S: -1.7372 2.6935 0.3781  0.775
S: -1.7102 -1.2325 1.2016  1.068
O: 1.1912 1.7694 -0.1332  -0.525
C: 1.6400 3.9866 -1.7272  -0.272
H: 0.6924 -0.5556 -1.8209  0.153
C: -3.4977 2.7512 0.2380  -0.198
H: 3.0968 3.8162 1.5385  0.101
C: 2.4737 5.3627 0.1087  -0.212
H: 3.4825 5.4537 -0.3005  0.127
N: 0.5710 -1.0027 -0.9126  -0.079
H: -0.9546 -1.9445 -1.9695  0.124
N: 1.1444 -0.3390 1.7702  -0.087
O: -1.2259 1.9462 1.5774  -0.283
C: -1.2052 -2.5645 0.0543  -0.350

Summary:
HOMO level, eV: -15.36
Calculated total energy, eV: -115580.7236
Total charge: +2
Energy above the lowest of the compared OMol25 structures with the same formula, charge and spin, kJ/mol: 45.47
HOMO-LUMO gap, Eh: 0.361

Entry 3:
Density functional theory data (wB97M-V/def2-TZVPD) for C17H26LaN3O5PS as an isolated structure.

Each line ends with the Löwdin charge.
Element x y z (Å)
H: 1.6943 1.2256 0.8366  0.061
H: 2.9576 0.9446 1.9881  0.097
H: -3.0989 -0.3243 -0.8878  0.110
H: 1.2911 4.8181 -1.4395  0.126
O: 0.2193 -3.9552 -2.3510  0.248
C: -1.2521 0.8778 -0.6330  -0.119
H: -3.3069 0.5640 1.5318  -0.149
H: 2.2620 2.2453 -3.3563  0.101
N: -0.4610 4.3671 0.0991  -0.142
P: -1.4138 -0.4730 2.6008  0.412
H: 1.3208 0.9009 -3.9248  0.120
S: -1.6284 4.3371 1.1719  1.175
O: -1.6257 -3.3231 -1.3518  0.075
H: 0.9103 -2.7460 1.6118  0.066
N: 1.5553 3.9108 -1.8075  0.223
H: 0.8110 0.5992 3.6263  0.127
H: -1.0522 -0.9276 -2.7752  0.141
O: -1.6091 -1.9355 3.0665  -0.144
H: 0.2478 -2.4368 3.9436  0.127
H: -3.3910 -1.1552 1.4367  0.141
H: 1.8263 2.2083 2.3365  0.087
C: -2.7069 -0.3176 1.2985  -0.263
C: -0.2428 0.6699 -1.6442  -0.055
H: 3.0976 -0.3611 -3.1260  0.096
C: -1.2393 2.1803 -0.1170  -0.293
C: -0.3215 3.2251 -0.4908  -0.270
H: 1.4026 -2.0540 -1.5643  0.129
C: 1.7509 1.3544 -3.0465  -0.144
C: 0.6650 2.9358 -1.4829  -0.157
C: 1.9168 1.2249 1.8969  -0.025
La: -3.9186 1.7216 0.5387  2.326
H: 3.6996 0.9923 -2.1586  0.090
C: 2.8280 0.4142 -2.4254  -0.026
C: 0.1144 -3.3775 1.9848  -0.047
C: 0.6732 1.6652 -2.0336  -0.101
O: -1.8421 0.5185 3.5853  -0.217
C: 0.3634 -1.8322 -1.3877  -0.060
C: -0.4836 -2.8581 3.2681  -0.181
C: 1.0889 0.2088 2.6568  -0.182
H: 0.5593 -4.3431 2.1876  0.105
O: -0.0808 -0.1993 1.8600  -0.196
C: -0.3177 -3.1277 -1.7594  -0.531
N: -2.0476 2.7758 0.8491  -0.567
H: 0.6002 -0.6246 -3.1410  0.107
H: -2.2211 -2.7308 -1.8181  0.098
C: -2.2053 -0.3319 -0.2033  -0.160
C: -0.0930 -0.6694 -2.3264  -0.072
H: 1.6803 -0.6777 2.8325  0.120
H: 0.1882 -1.5729 -0.3527  0.086
H: 1.7349 4.0175 -2.7986  0.139
H: 2.4551 -0.0259 -1.5096  0.059
H: -1.7802 -1.3176 -0.3340  0.096
H: -0.6627 -3.5110 1.2404  0.078
H: -0.9121 -3.6938 3.7983  0.133

Summary:
HOMO level, eV: -17.96
Calculated total energy, eV: -53711.7738
Total charge: +3
HOMO-LUMO gap, Eh: 0.215

Entry 4:
Density functional theory data (wB97M-V/def2-TZVPD) for C17H26MnN7O6Se as an isolated structure.

Each line ends with the Löwdin charge.
Element x y z (Å)
H: -1.7884 -0.0553 -1.3830  0.086
N: -0.2024 -9.9253 1.4178  0.148
H: 0.3007 -4.7125 -0.6775  0.114
C: -0.6938 -3.1205 1.2320  -0.090
C: 1.7012 -0.2452 2.7849  -0.234
H: 2.7725 5.7097 -4.4758  0.122
H: -0.6056 3.4283 -2.7375  0.114
O: -0.1448 3.7284 -0.1215  -0.009
H: -0.8362 -0.5932 3.9833  0.100
C: -0.3099 -8.7796 1.3772  -0.184
C: -0.4307 -7.3414 1.3299  -0.237
H: 1.1700 3.9750 -1.2072  0.109
H: 1.0238 2.3694 -4.2348  0.105
H: 2.1481 1.9200 -1.4449  0.119
C: 0.8608 0.5641 3.7523  -0.241
C: 2.0806 2.4886 -2.3713  -0.152
H: 1.7084 -0.5679 0.7543  0.092
H: 0.8174 6.0644 -1.5596  0.131
N: 2.6118 4.8715 -3.9498  0.210
H: -1.1705 0.9979 3.7837  0.107
H: 1.5571 1.0127 1.1705  0.086
C: -0.4870 2.3426 -2.7260  -0.130
H: -1.5328 -4.7260 3.1820  0.120
H: 1.0180 0.8829 -3.3211  0.110
H: 3.1573 4.0636 -4.1892  0.113
C: 0.0336 -6.6398 0.2193  -0.030
H: 1.0126 1.6266 3.5623  0.120
H: -1.1870 1.9592 -3.4708  0.127
H: 1.1860 0.3551 4.7715  0.114
C: -0.6078 -4.5546 1.2570  -0.242
H: 1.5214 -1.3073 2.9443  0.112
C: 0.9184 1.9695 -3.2241  -0.169
C: -0.9958 -6.6487 2.3985  -0.025
N: 1.8928 3.8798 -1.9736  0.088
N: -0.8885 0.3706 -1.1845  0.066
H: 1.4138 6.8890 -2.9563  0.121
H: -1.3704 -7.1981 3.2533  0.120
O: -2.8092 -0.1806 1.3956  -0.547
C: -0.5772 2.5534 -0.1008  -0.553
C: -0.9910 1.8303 -1.3782  -0.285
Mn: -1.0249 0.0007 1.1991  0.813
C: 1.9828 4.9206 -2.7627  -0.438
O: -3.6274 1.0856 -0.7843  -0.500
N: 1.2823 0.0701 1.4101  -0.014
N: 1.4256 6.0795 -2.3657  0.210
O: -4.5762 1.7677 1.6794  -0.476
N: -0.5418 0.2508 3.5148  0.006
C: -0.7763 -1.9144 1.2170  -0.079
H: 0.4596 -7.1838 -0.6146  0.118
H: -0.2013 -0.0450 -1.7935  0.078
C: -0.0554 -5.2606 0.1844  -0.027
O: -0.7917 1.9196 0.9785  -0.095
O: -5.2691 -0.6152 0.5204  -0.467
Se: -4.2043 0.5808 0.6583  0.814
H: 3.0305 2.3535 -2.8913  0.115
H: -2.0625 2.0425 -1.3436  0.119
C: -1.0843 -5.2697 2.3607  -0.018
H: 2.7570 -0.0390 2.9507  0.113

Summary:
HOMO level (spin up / spin down), eV: -7.88 / -7.88
Calculated total energy, eV: -137430.7296
Total charge: 0
Spin multiplicity: 5
HOMO-LUMO gap (spin up / spin down), Eh: 0.258 / 0.258

Entry 5:
Density functional theory data (wB97M-V/def2-TZVPD) for the molecule C17H26N2O2.

Each line ends with the Löwdin charge.
Element x y z (Å)
H: -4.6842 -3.2423 -0.9405  0.082
H: -3.7222 -0.5579 -0.1884  0.112
C: -2.5357 -0.6977 1.6098  -0.458
C: 2.9155 1.3100 -0.9891  -0.217
C: 1.4052 3.0900 -1.3151  -0.252
O: -2.6800 -0.9450 2.7938  0.049
C: 3.5056 0.0840 0.9844  -0.022
C: -3.4473 -1.3032 0.5591  -0.091
H: 0.2826 -1.0905 -0.3747  0.131
H: -2.1003 -3.3208 1.7725  0.074
H: 1.4644 0.7141 2.5823  0.128
H: -1.8269 -2.2689 -0.4965  0.117
H: 6.2630 0.8334 -0.8208  0.100
H: -2.1230 -4.5037 0.4591  0.078
C: 5.2231 0.7831 -0.5371  -0.092
H: 0.5471 0.3089 -1.4447  0.123
O: 2.0072 1.9157 -1.8418  -0.094
C: -3.6833 -2.9913 -1.2843  -0.077
C: 0.3610 3.5749 -2.3073  -0.063
H: -0.6763 1.8012 2.0762  0.133
H: -1.2306 1.5710 -0.2714  0.125
H: 0.8290 3.7775 -3.2666  0.077
H: 0.9476 2.8746 -0.3412  0.108
H: -1.8600 0.0294 -0.8884  0.115
H: -3.7647 -2.2086 -2.0363  0.074
C: 4.2545 1.3593 -1.3395  -0.007
C: 4.8415 0.1585 0.6351  -0.092
C: -1.1850 0.4797 -0.1648  -0.120
H: -3.6282 -4.0117 1.2399  0.086
N: 1.1540 0.5999 0.5283  -0.104
C: 0.7873 0.2269 1.8790  -0.147
H: 4.5211 1.8695 -2.2528  0.119
C: -2.8176 -2.5358 -0.1116  -0.429
C: 2.5100 0.6417 0.1826  -0.162
H: 3.2343 -0.4365 1.8894  0.102
H: -0.9641 0.3995 3.1458  0.122
H: 0.8306 -0.8640 2.0312  0.136
H: -0.4021 2.8144 -2.4519  0.067
C: -2.6542 -3.6642 0.9027  -0.064
H: 5.5834 -0.2894 1.2794  0.102
H: 2.1779 3.8592 -1.1685  0.128
H: -3.2513 -3.8721 -1.7538  0.077
H: -0.1050 4.4846 -1.9387  0.077
C: -0.6391 0.7084 2.1513  -0.112
H: -4.3554 -1.6161 1.0776  0.130
C: 0.2472 0.0108 -0.4406  -0.122
N: -1.5566 0.1395 1.1868  -0.048

Summary:
HOMO level, eV: -8.11
Calculated total energy, eV: -25126.5167
Total charge: 0
Energy above the lowest of the compared OMol25 structures with the same formula, charge and spin, kJ/mol: 38.69
SMILES: CCOc1ccccc1N1CCN(C(=O)CC(C)C)CC1
HOMO-LUMO gap, Eh: 0.327